Below is a structure of composition C40H34CaClN8O4PS5Se in a non-equilibrium geometry, with properties calculated with ωB97M-V/def2-TZVPD.

HOMO-LUMO gap = 4.39 eV
HOMO level = -1.91 eV
net charge = -2

XYZ file:
```
95
Properties=species:S:1:pos:R:3:forces:R:3:mulliken_charge:R:1
Ca -0.914 0.660 1.701 -0.254 0.142 0.712 1.591
O 5.335 -2.229 -1.163 0.173 -0.087 0.343 -0.779
C 5.234 -1.033 -0.825 -0.475 0.137 -0.972 0.520
O 5.974 -0.062 -1.065 0.211 -0.023 0.340 -0.736
C 3.878 -0.667 -0.172 0.093 -0.067 0.354 -1.181
C 3.554 0.637 0.150 0.038 -0.042 0.078 -1.218
C 2.316 0.929 0.716 0.002 0.054 0.026 0.497
N 1.421 -0.029 0.997 0.055 0.012 -0.249 1.066
C 1.739 -1.295 0.693 -0.056 -0.039 0.050 0.215
C 2.942 -1.650 0.107 0.044 0.025 -0.001 -0.687
C 0.761 -2.363 1.050 0.047 0.007 0.013 0.376
C 0.691 -3.534 0.295 -0.009 -0.014 -0.015 -1.016
C -0.167 -4.541 0.692 -0.001 -0.005 0.007 -0.831
C -0.922 -4.366 1.843 0.009 0.010 0.002 -0.902
C -0.812 -3.157 2.510 -0.009 -0.014 -0.021 -0.086
N -0.014 -2.166 2.121 0.010 0.009 -0.057 0.299
C 1.912 2.341 1.008 0.023 -0.041 0.011 -0.006
C 2.706 3.418 0.639 -0.004 0.019 0.014 -0.803
C 2.218 4.700 0.817 0.002 -0.004 -0.001 -0.638
C 0.972 4.876 1.393 -0.005 0.008 0.002 -0.731
C 0.257 3.752 1.771 -0.021 -0.030 -0.014 -0.637
N 0.718 2.515 1.586 0.068 -0.001 -0.113 0.897
H 4.292 1.394 -0.067 -0.006 -0.011 0.054 1.022
H 3.205 -2.673 -0.124 -0.010 -0.009 0.010 0.800
H 1.290 -3.636 -0.599 0.006 0.009 0.000 0.504
H -0.249 -5.451 0.110 -0.002 0.000 0.000 0.432
H -1.600 -5.128 2.203 -0.002 0.000 0.002 0.445
H -1.421 -2.965 3.388 0.008 -0.007 0.004 0.526
H 3.657 3.270 0.153 0.013 -0.001 0.003 0.400
H 2.793 5.548 0.469 0.002 0.003 0.001 0.396
H 0.540 5.858 1.521 0.003 0.001 -0.001 0.426
H -0.728 3.817 2.219 -0.003 0.010 0.004 0.186
Se -5.098 -5.814 -1.137 -0.003 -0.007 0.005 0.145
N -3.842 -4.746 -1.829 0.003 -0.015 -0.041 -0.921
C -3.623 -3.802 -0.959 0.049 0.063 0.037 0.785
C -2.659 -2.725 -1.157 -0.082 -0.070 0.006 1.071
C -1.937 -2.593 -2.343 0.045 0.022 -0.028 -1.024
C -1.053 -1.549 -2.471 -0.018 -0.048 0.012 -0.611
C -0.903 -0.671 -1.399 -0.021 -0.018 0.033 0.178
N -1.572 -0.801 -0.259 0.058 -0.039 -0.066 0.595
C -2.453 -1.801 -0.131 -0.047 0.052 0.089 -1.214
C -3.220 -1.883 1.136 0.074 0.087 -0.107 -0.694
N -2.922 -0.996 2.099 -0.035 -0.083 0.023 1.114
C -3.643 -1.009 3.214 0.070 -0.063 -0.057 -0.664
C -4.671 -1.929 3.446 0.002 0.066 0.031 -1.482
C -4.938 -2.875 2.493 0.017 -0.010 -0.043 -0.975
C -4.199 -2.859 1.306 -0.081 -0.091 0.000 0.884
C -4.401 -3.860 0.265 0.041 0.029 -0.008 1.021
N -5.238 -4.854 0.366 -0.030 0.000 0.025 -0.953
H -2.093 -3.312 -3.137 -0.001 0.001 0.000 0.476
H -0.478 -1.389 -3.373 -0.007 -0.017 0.013 0.552
H -0.231 0.180 -1.479 -0.002 0.006 0.002 -0.551
H -3.373 -0.269 3.960 -0.043 0.083 -0.009 0.696
H -5.234 -1.868 4.366 0.006 -0.004 0.005 0.475
H -5.705 -3.627 2.628 -0.002 0.002 -0.005 0.498
S -5.205 1.945 3.195 0.114 -0.206 -0.031 -0.381
C -3.595 2.049 2.697 0.024 0.507 0.036 0.071
S -3.148 2.217 1.036 -0.089 -0.147 -0.048 -0.360
S -2.288 2.042 3.860 -0.029 -0.262 -0.147 -0.375
Cl -0.814 -1.496 7.393 0.014 0.017 -0.008 -0.270
C 0.080 -0.486 6.294 -0.012 -0.023 0.001 -0.114
C 1.156 0.258 6.738 0.009 0.001 0.018 -0.223
C 1.826 1.037 5.811 0.005 -0.007 -0.016 -1.034
C 1.393 1.032 4.492 0.022 -0.024 -0.018 -0.128
N 0.354 0.316 4.078 -0.020 0.009 -0.088 0.564
C -0.299 -0.426 4.965 0.025 -0.005 0.008 -0.106
H 1.453 0.227 7.778 0.000 0.000 -0.001 0.438
H 2.673 1.642 6.101 0.001 -0.001 0.000 0.411
H 1.890 1.629 3.738 -0.006 0.009 0.010 0.362
H -1.158 -0.984 4.614 0.002 0.006 0.000 0.136
C 2.380 0.122 -3.363 0.023 -0.015 -0.003 -0.800
C 2.918 1.468 -3.820 -0.007 0.030 0.004 0.254
C 3.779 2.130 -2.761 0.034 0.023 -0.002 -1.086
O 1.833 2.289 -4.301 0.016 0.002 -0.026 -0.364
P 0.981 3.395 -3.457 0.128 -0.095 0.020 0.379
S 1.914 5.119 -3.351 0.012 -0.005 -0.003 -0.601
S 0.332 2.608 -1.761 -0.149 0.085 0.018 0.003
O -0.219 3.587 -4.523 -0.030 0.053 -0.017 -0.435
C -0.951 2.590 -5.240 0.010 0.015 0.007 0.496
C -0.261 2.308 -6.567 0.004 -0.019 -0.012 -1.368
C -1.237 1.315 -4.465 -0.004 -0.019 -0.019 -0.847
H 3.208 -0.549 -3.124 -0.003 -0.008 -0.003 0.596
H 1.776 -0.332 -4.154 0.008 -0.012 -0.009 0.314
H 1.762 0.253 -2.474 0.014 0.004 0.016 -0.259
H 3.528 1.312 -4.716 0.002 -0.005 0.021 0.252
H 3.173 2.383 -1.890 -0.025 0.001 -0.088 -0.141
H 4.221 3.051 -3.139 -0.001 0.024 -0.024 0.406
H 4.567 1.440 -2.450 0.012 0.027 -0.062 0.476
H -1.908 3.081 -5.445 -0.001 -0.005 -0.004 0.397
H 0.686 1.797 -6.398 -0.009 0.006 0.001 0.159
H -0.059 3.244 -7.090 -0.003 0.003 0.001 0.342
H -0.902 1.684 -7.196 -0.002 -0.002 -0.007 0.458
H -0.313 0.781 -4.242 -0.019 0.046 -0.024 -0.293
H -1.877 0.675 -5.080 -0.006 -0.014 0.004 0.561
H -1.740 1.528 -3.523 -0.004 0.009 -0.003 0.360
```
Positions in Å, forces in eV/Å.

Below is the molecule C2H4ClNO in a non-equilibrium geometry, with properties calculated with ωB97M-V/def2-TZVPD.

HOMO-LUMO gap (spin up / spin down) = 8.12 / 7.46 eV
HOMO level (spin up / spin down) = -7.20 / -10.85 eV
2S+1 = 3

XYZ file:
```
9
Properties=species:S:1:pos:R:3:forces:R:3:nbo_charge:R:1
C 0.190 -0.237 -0.029 -1.439 1.107 0.597 0.531
C -1.117 0.523 0.013 0.267 0.389 1.175 -0.698
N 0.210 -1.488 0.185 -1.247 1.987 -0.773 -0.619
O 1.214 0.755 -0.177 -6.104 0.611 -0.835 -0.457
Cl 2.762 0.104 -0.036 6.732 -2.366 0.569 0.163
H -1.845 -0.156 0.473 -0.116 0.606 -0.246 0.242
H -1.431 0.945 -0.916 -0.223 -0.714 -1.306 0.241
H -1.023 1.520 0.496 0.169 -0.976 0.727 0.235
H 1.039 -1.968 -0.008 1.961 -0.644 0.093 0.363
```
Positions in Å, forces in eV/Å.

Computed calculated total energy (Eh) in order:
-8155.666613 -668.581899